No. 1
Entry from OMol25: a cluster of 2 separate species, C4H15N2OS in total at a distorted geometry (the ωB97M-V functional and the def2-TZVPD basis).

Results
ΔE to the lowest compared entry with this formula, charge and spin ... 2.616 eV
Net charge ... +1
HOMO ... -12.1 eV
Frontier orbital gap ... 8.65 eV

```
23
Properties=species:S:1:pos:R:3:forces:R:3
N -1.092746 1.048894 0.544208 2.0 -3.6 -1.0
C 0.199687 0.146369 0.596248 0.5 -1.1 2.0
C 1.125240 0.575817 -0.468174 -0.8 1.2 -3.0
C 2.411422 -0.196647 -0.610698 0.9 -0.4 -2.3
S 3.838444 0.795668 -1.352277 -0.6 -1.6 0.1
C -0.321468 -1.329467 0.478517 -0.1 -0.5 -1.4
N -0.912966 -1.694439 1.738339 0.8 -0.4 -0.5
H -1.786013 0.634885 1.208748 0.5 0.4 -1.0
H -1.330025 0.878720 -0.533811 -0.5 0.7 3.1
H -0.984047 2.006231 0.734382 0.5 1.6 0.4
H 0.779948 0.102601 1.611419 -1.4 0.9 -1.5
H 1.345724 1.628140 -0.451785 0.1 0.7 0.8
H 0.579364 0.568840 -1.542778 0.9 -0.4 2.1
H 2.136807 -0.868564 -1.423953 0.6 -0.6 0.2
H 2.865761 -0.773878 0.175622 -0.5 0.0 0.8
H 3.268949 1.891985 -0.993331 -0.3 1.6 0.3
H -1.117834 -1.355979 -0.409957 1.6 -0.3 1.9
H 0.519159 -2.122128 0.215999 -1.5 2.0 0.3
H -1.882097 -1.566209 1.849302 -0.9 -0.1 0.5
H -0.301687 -1.680887 2.550788 -0.6 0.0 -0.3
H -2.881587 0.171919 -1.917825 1.3 0.7 -0.6
H -3.678633 0.392412 -0.869769 0.8 1.2 1.1
O -2.781406 0.745713 -1.129213 -3.4 -2.2 -2.0
```
Positions in Å, forces in eV/Å.


No. 2
Entry from OMol25: a structure of composition C4H15N2OSn at a distorted geometry (the ωB97M-V functional and the def2-TZVPD basis).

Results
ΔE to the lowest compared entry with this formula, charge and spin ... 0.000 eV
Net charge ... +1
HOMO ... -13.1 eV
Frontier orbital gap ... 9.38 eV

```
23
Properties=species:S:1:pos:R:3:forces:R:3
C 2.947040 2.879229 -1.161493 -1.6 -0.7 -1.4
Sn 1.690950 1.160917 -1.277813 -0.8 -1.1 0.3
N -0.096908 2.581484 0.073673 0.6 -0.1 0.4
H 2.200789 -0.526700 -1.346619 -0.2 1.0 0.3
H 0.587067 1.578500 -2.454195 -0.3 -0.2 -0.5
H 3.515145 2.786423 -2.140470 -0.1 0.4 1.7
H 3.390450 2.947680 -0.181006 0.7 0.4 -0.3
H 2.066005 3.544956 -1.326562 1.2 0.2 0.3
H -0.185800 2.301273 1.066950 0.1 0.3 -0.9
H -1.016217 2.498593 -0.363766 0.3 0.0 0.1
H 0.188822 3.565618 0.025782 -0.3 -0.4 0.2
C -0.189561 -2.482854 1.473085 0.4 -0.4 0.2
N -1.300129 -1.981739 0.719963 -0.6 1.1 -1.1
C -2.522078 -2.778748 0.512432 -0.5 -0.1 -0.1
C -1.090231 -0.790248 0.140227 0.3 -0.1 0.3
O 0.016722 -0.200542 0.222123 -0.7 -0.3 -0.3
H -0.444733 -3.426481 1.921624 0.0 -0.3 0.1
H 0.068565 -1.763682 2.227989 0.1 0.2 0.5
H 0.681791 -2.582491 0.844251 0.3 -0.2 -0.2
H -3.428525 -2.210462 0.790378 0.5 -0.2 0.0
H -2.663354 -3.098626 -0.541061 0.4 0.2 0.6
H -2.465031 -3.682923 1.145354 0.0 0.6 -0.3
H -1.950779 -0.319177 -0.370845 0.2 -0.4 0.0
```
Positions in Å, forces in eV/Å.


No. 3
Entry from OMol25: a cluster of 2 separate species, C4H15N2Si in total at a distorted geometry (the ωB97M-V functional and the def2-TZVPD basis).

Results
ΔE to the lowest compared entry with this formula, charge and spin ... 4.240 eV
Net charge ... +1
HOMO (alpha / beta) ... -13.3 / -13.3 eV
Frontier orbital gap (alpha / beta) ... 8.63 / 8.63 eV

```
22
Properties=species:S:1:pos:R:3:forces:R:3
C -2.860110 1.361189 0.255093 -2.0 1.5 -0.8
C 2.209033 0.418294 1.100218 -1.3 -0.8 -1.1
C -2.229362 0.069458 0.043044 0.6 -1.1 0.2
C -0.255407 -1.213643 -0.481374 4.1 -0.6 -2.2
N 1.741256 -0.943749 -1.379852 -5.7 0.4 1.1
N -0.718173 0.116529 -0.363748 -2.2 0.3 1.9
Si 2.974538 -0.628254 -0.325312 1.3 1.8 3.7
H -2.334623 1.881640 0.975414 0.9 1.1 2.0
H -2.964528 2.105566 -0.531781 0.3 -0.5 -0.8
H -3.905888 1.223953 0.605804 0.7 -0.2 0.0
H 2.718986 1.067244 1.761575 1.2 0.7 0.2
H 1.397239 1.042084 0.648920 0.7 -0.3 0.4
H 1.791403 -0.289747 1.798735 -0.7 -0.5 0.3
H -2.632608 -0.477602 -0.762562 -0.9 -0.8 -0.7
H -2.349662 -0.460333 1.002504 0.6 -0.3 -0.6
H -0.201073 -1.720284 0.447710 0.3 -0.3 0.7
H -0.710572 -1.759033 -1.271137 -0.3 -0.3 -0.5
H 1.903386 -1.713872 -1.955954 -0.4 -1.8 -1.4
H -0.722829 0.632414 -1.233495 0.9 0.5 -0.1
H -0.280089 0.536487 0.462961 0.6 0.6 -0.8
H 3.864912 -1.638940 0.303862 -0.2 -0.1 -0.4
H 3.564171 0.390598 -1.100623 1.5 0.7 -0.9
```
Positions in Å, forces in eV/Å.


No. 4
Entry from OMol25: a cluster of 2 separate species, C4H15N3O in total (the ωB97M-V functional and the def2-TZVPD basis).

Results
ΔE to the lowest compared entry with this formula, charge and spin ... 3.721 eV
HOMO ... -5.7 eV
Frontier orbital gap ... 5.61 eV

```
23
Properties=species:S:1:pos:R:3:forces:R:3
C -0.462896 3.418774 0.255584 0.0 0.0 0.2
O -0.759264 3.933958 1.427194 -0.1 0.0 -0.1
C -0.207202 1.891309 0.362615 -0.2 0.2 0.1
N 0.021141 1.236571 -0.967960 0.0 0.1 0.2
H -1.268612 3.493129 -0.552631 0.0 0.0 0.0
H 0.457546 3.844286 -0.248869 0.0 -0.1 -0.1
H 0.646183 1.728432 1.021739 0.0 -0.1 0.0
H -1.108925 1.474949 0.831877 0.1 0.0 0.0
H 1.019713 1.212938 -1.136707 0.1 -0.2 0.0
H -0.319834 1.905459 -1.658014 -0.3 -0.1 -0.1
C 0.791763 -1.919168 0.580855 0.4 -0.2 -0.2
N 1.691659 -3.079395 0.464261 0.0 0.4 0.1
C -0.354365 -2.122451 -0.400561 0.4 0.3 0.0
N -1.256093 -0.947208 -0.405445 -0.4 -0.3 0.0
H 1.300051 -0.974169 0.350218 -0.1 0.0 0.1
H 0.433943 -1.841771 1.605942 -0.2 0.0 0.0
H 2.486848 -2.844091 -0.119230 -0.1 -0.1 -0.1
H 2.084717 -3.301248 1.367372 0.0 -0.1 0.1
H -0.906623 -3.018803 -0.160358 -0.1 -0.3 0.1
H 0.074375 -2.229792 -1.395771 -0.1 0.0 -0.1
H -2.078531 -1.125404 -0.979436 0.1 0.1 0.0
H -1.588973 -0.771992 0.538323 -0.1 0.1 0.1
H -0.696621 0.035677 -0.780993 0.5 0.3 -0.2
```
Positions in Å, forces in eV/Å.


No. 5
Entry from OMol25: a cluster of 2 separate species, C4H15N3P in total at a distorted geometry (the ωB97M-V functional and the def2-TZVPD basis).

Results
ΔE to the lowest compared entry with this formula, charge and spin ... 3.062 eV
Net charge ... +1
HOMO ... -11.9 eV
Frontier orbital gap ... 8.95 eV

```
23
Properties=species:S:1:pos:R:3:forces:R:3
C -2.900045 1.103620 -0.065154 2.7 -1.5 0.4
C -0.859089 -1.590127 1.171341 -0.3 0.6 -0.4
C 1.777515 1.356416 0.285055 0.4 -0.1 -0.1
C 2.277229 0.145007 -0.487922 0.4 0.6 -0.1
N -0.458355 -0.677264 -1.588134 -0.2 0.0 0.0
N 0.332456 1.208302 0.300417 -0.5 -0.1 0.3
N 1.498865 -0.968032 0.040239 0.2 -0.3 0.2
P -0.499088 -0.189322 0.019391 -2.3 1.0 0.0
H -3.428594 0.709020 0.785326 -0.1 -0.1 0.2
H -2.630329 2.141717 0.014099 0.1 0.2 0.0
H -3.294129 0.808574 -1.021566 0.0 -0.1 -0.2
H -0.434267 -1.374074 2.150142 0.1 0.1 0.0
H -1.939365 -1.660206 1.274155 0.0 0.0 0.0
H -0.468698 -2.531777 0.789351 0.1 0.0 -0.1
H 2.198202 1.378249 1.297284 -0.1 0.0 -0.1
H 2.047699 2.286418 -0.221764 0.0 -0.1 0.1
H 3.355370 0.010860 -0.379620 -0.1 0.0 0.0
H 2.030113 0.260734 -1.545736 0.1 -0.1 0.1
H -1.085133 -1.452333 -1.775884 0.0 0.0 0.0
H -0.199162 1.943322 0.742612 -0.1 0.0 -0.2
H 1.566535 -1.787389 -0.559910 -0.1 0.1 0.1
H -0.709242 0.095113 -2.197655 -0.1 -0.1 0.0
H 1.821502 -1.216822 0.973932 0.0 0.0 -0.1
```
Positions in Å, forces in eV/Å.


No. 6
Entry from OMol25: a cluster of 2 separate species, C4H15N4 in total at a distorted geometry (the ωB97M-V functional and the def2-TZVPD basis).

Results
ΔE to the lowest compared entry with this formula, charge and spin ... 2.661 eV
Net charge ... +1
HOMO ... -12.5 eV
Frontier orbital gap ... 9.10 eV

```
23
Properties=species:S:1:pos:R:3:forces:R:3
C -0.952908 -1.042502 -2.145185 2.5 -3.8 -0.9
C -0.032822 -2.412377 -0.352057 3.8 -0.4 1.0
C 1.465684 -0.035781 0.462661 2.3 1.1 0.6
C 0.460816 0.011597 -0.617709 0.6 -0.6 0.0
N 1.659782 1.307623 0.921956 -1.7 2.2 -0.9
N -0.836059 1.916979 1.967490 -2.1 0.2 1.1
N 0.273618 1.208280 -1.255393 0.8 -2.0 0.7
N -0.205788 -1.094991 -0.885445 0.2 2.8 -3.3
H -1.509796 -0.232901 -2.234507 -2.6 3.6 -0.2
H -0.353883 -1.137034 -3.134764 -0.4 0.0 2.0
H -1.563264 -1.896975 -2.018079 -1.1 -0.7 -0.8
H -0.078139 -3.271839 -1.070516 -0.3 1.3 0.4
H 1.023214 -2.416826 0.113649 -1.6 -0.5 -0.7
H -0.696888 -2.469248 0.451752 -1.2 -0.9 1.2
H 2.510912 -0.427081 0.283987 -1.1 0.0 -1.0
H 1.201218 -0.649118 1.281468 -1.2 -1.1 0.7
H -1.255484 2.509383 2.711196 0.8 -0.4 -0.1
H 2.070732 1.287198 1.833644 0.1 0.4 0.5
H -1.423687 2.275728 1.211067 0.0 -0.6 -0.3
H -1.197171 0.967775 2.221861 0.3 1.0 -0.5
H 0.982940 1.922000 -1.198741 0.3 -0.1 0.6
H -0.609440 1.539051 -1.523261 -1.2 0.0 -0.8
H 0.687561 1.833620 0.955747 2.9 -1.5 0.9
```
Positions in Å, forces in eV/Å.